Entry from the Open Molecules 2025 dataset: a molecular structure, C12H9F6N3O6S4Tc (ωB97M-V/def2-TZVPD).

Last column: Löwdin spin population.
Cartesian coordinates (Å):
Tc 0.66650 0.64275 0.88545  1.674
F 4.22987 2.99685 1.95954  0.000
C 3.97232 1.87538 1.34982  0.000
F 5.06781 1.23442 1.05614  0.001
F 3.27136 2.09237 0.21350  0.001
S 2.83213 0.79854 2.37382  0.005
O 2.44825 -0.24446 1.37736  0.084
O 3.43478 0.40375 3.57469  0.000
N 1.46977 1.63011 2.51378  -0.011
S 0.69858 2.96343 2.05117  0.004
O -0.37038 2.39905 1.17641  0.084
O 1.51878 3.94609 1.45450  -0.001
C -0.07073 3.65418 3.61697  0.001
F -1.01523 4.48617 3.28071  0.001
F -0.54310 2.63888 4.31063  0.000
F 0.91069 4.25034 4.24615  0.000
O -2.04329 -3.00204 -2.16503  0.197
C -2.36937 -3.36365 -0.97176  0.169
C -3.23327 -4.48884 -0.84153  0.122
C -3.61987 -4.90825 0.39511  0.012
C -3.16434 -4.22477 1.54529  0.272
C -2.30637 -3.12490 1.43633  0.032
C -1.89544 -2.67518 0.20108  0.113
C -1.01995 -1.51941 0.08513  -0.009
O -0.57427 -0.91771 1.14886  0.032
N -0.69425 -1.08709 -1.10057  0.066
N 0.11527 0.01149 -1.00484  0.017
C 0.39635 0.59189 -2.16796  0.043
S 1.38886 1.98660 -2.24066  0.037
C 0.96027 2.36864 -3.97961  0.003
C 0.75785 1.05563 -4.69693  0.003
S -0.26865 -0.01094 -3.63697  0.035
H -1.44343 -2.20609 -2.13987  0.003
H -3.56564 -4.98034 -1.74632  0.003
H -4.27716 -5.76070 0.49542  -0.003
H -3.48650 -4.55272 2.52472  0.012
H -1.95619 -2.60661 2.31819  -0.002
H 1.78136 2.93862 -4.41060  0.000
H 0.06236 2.98398 -3.96750  0.001
H 1.69578 0.53248 -4.87649  0.001
H 0.23848 1.19208 -5.64412  0.000

Force components x, y, z for each atom (eV/Å):
Tc -2.004 -2.790 -1.800
F -0.140 0.145 0.177
C -0.161 -0.013 -0.522
F 0.053 -0.287 0.159
F 0.191 0.141 0.314
S 1.729 0.574 0.232
O -0.095 -0.335 0.124
O -0.082 -0.059 0.210
N -0.202 -0.252 0.357
S 0.539 1.734 -0.109
O -0.389 0.177 0.237
O -0.034 0.299 0.209
C 0.028 -0.412 0.230
F -0.065 0.081 -0.154
F -0.029 0.087 -0.004
F -0.019 -0.002 0.068
O -0.265 -0.383 -0.104
C 0.085 0.107 -0.164
C -0.221 -0.281 0.051
C 0.016 0.021 -0.096
C -0.168 -0.225 -0.030
C 0.318 0.390 -0.321
C -0.247 -0.253 0.677
C 0.681 0.841 -0.908
O 0.317 0.406 0.596
N -0.541 -0.750 0.430
N 0.690 1.038 -0.325
C -0.362 -0.364 0.256
S 0.042 0.017 -0.175
C 0.015 0.075 0.168
C 0.000 -0.135 0.003
S 0.123 0.155 -0.015
H 0.186 0.258 0.142
H 0.032 0.026 -0.016
H -0.002 0.009 0.039
H 0.014 -0.012 -0.003
H -0.028 -0.037 0.034
H 0.038 -0.004 0.060
H -0.017 -0.022 -0.032
H 0.022 0.042 -0.017
H -0.046 -0.009 0.022

Results
LUMO (alpha / beta): -7.235 / -9.505 eV
HOMO energy (alpha / beta): -14.72 / -15.24 eV
Gap between HOMO and LUMO (alpha / beta): 7.488 / 5.734 eV
Net charge: +2
<S²>: 3.7957
Spin multiplicity: 4

---

Entry from the Open Molecules 2025 dataset: a single C4H5ClN2O molecule (ωB97M-V/def2-TZVPD).

Last column: natural (NBO) charge in e.
Cartesian coordinates (Å):
C 0.77926 -0.49207 -0.27168  -0.250
C 1.31074 0.64813 -1.00663  -0.556
C -0.30168 -0.57699 0.52610  0.276
C 1.05238 1.92333 -0.73963  0.717
N -1.11338 0.49853 0.75934  -0.597
N -0.64374 -1.83443 1.04882  -0.828
O 0.79732 3.02144 -0.41431  -0.460
Cl -2.51465 0.51006 -0.42653  0.021
H 1.32440 -1.37367 -0.43072  0.207
H 2.17902 0.50411 -1.81409  0.281
H -0.53226 -2.67649 0.49296  0.396
H -1.59307 -1.58161 1.46139  0.393
H -0.74435 1.42966 0.81498  0.400

Force components x, y, z for each atom (eV/Å):
C -0.192 1.032 -0.034
C 1.978 0.703 -1.697
C 2.466 -0.899 -2.120
C -0.319 0.241 0.513
N -2.343 -0.272 0.520
N -2.653 2.051 1.723
O 0.351 -1.081 -0.574
Cl 0.912 0.224 0.753
H 0.806 -1.097 -0.023
H -2.199 0.290 1.896
H -0.439 0.593 -0.016
H 1.420 -1.859 -0.557
H 0.211 0.074 -0.382

Results
LUMO (alpha / beta): -0.070 / -0.069 eV
Relative energy (zero: lowest compared OMol25 entry of this formula, charge and spin): 3.3484 eV
HOMO energy (alpha / beta): -7.62 / -7.62 eV
Gap between HOMO and LUMO (alpha / beta): 7.554 / 7.555 eV
Spin multiplicity: 1
SMILES string: N/C(=C/C=C=O)NCl

---

Entry from the Open Molecules 2025 dataset: 2 unconnected molecules or ions with the total composition C2F2N2O2 (ωB97M-V/def2-TZVPD).

Last column: natural (NBO) charge in e.
Cartesian coordinates (Å):
C -1.20920 -0.38994 1.53954  1.012
C 0.32789 0.91542 -0.85207  0.301
N -0.18337 1.89827 -0.60718  -0.198
N 0.64318 -0.30902 -1.22854  0.267
O -2.06969 0.31419 1.25748  -0.504
O -0.33143 -1.04256 1.89544  -0.507
F 1.00149 -1.07520 -0.06722  -0.197
F 1.82114 -0.31117 -1.93745  -0.173

Force components x, y, z for each atom (eV/Å):
C 0.255 0.070 0.914
C 0.186 0.579 0.307
N -0.603 1.779 0.462
N 1.252 -3.674 0.041
O -1.098 0.578 -0.654
O 0.285 -0.705 0.539
F -0.158 1.037 -1.563
F -0.119 0.337 -0.046

Results
LUMO: -0.328 eV
Relative energy (zero: lowest compared OMol25 entry of this formula, charge and spin): 2.0870 eV
HOMO energy: -12.20 eV
Gap between HOMO and LUMO: 11.867 eV
Spin multiplicity: 1
SMILES string: N#CN(F)F.O=C=O

---

Entry from the Open Molecules 2025 dataset: 8 unconnected molecules or ions with the total composition H16O8 (ωB97M-V/def2-TZVPD).

Last column: natural (NBO) charge in e.
Cartesian coordinates (Å):
O 24.66795 -20.71885 -28.23641  -0.976
H 24.27381 -21.06477 -29.06108  0.501
H 25.57241 -20.48472 -28.46519  0.466
O 25.30701 -25.10799 -30.83677  -0.961
H 25.47071 -24.20535 -30.54301  0.488
H 25.96096 -25.27928 -31.52096  0.478
O 21.18377 -22.53250 -26.82169  -0.949
H 20.88583 -21.70819 -26.42638  0.475
H 20.61094 -23.20926 -26.44839  0.476
O 21.81493 -27.18987 -27.97736  -0.954
H 22.75088 -27.00826 -28.13788  0.484
H 21.35274 -26.75253 -28.69772  0.463
O 23.30520 -21.60067 -30.54185  -0.957
H 22.54085 -21.15568 -30.15941  0.479
H 23.05897 -22.53434 -30.54454  0.501
O 24.60296 -26.28573 -28.29997  -0.971
H 24.65052 -26.42556 -29.25711  0.503
H 25.52154 -26.28951 -28.01317  0.494
O 26.32797 -22.66575 -26.93637  -0.965
H 26.87622 -22.78089 -27.71621  0.453
H 25.53195 -22.20429 -27.25974  0.497
O 23.42819 -23.79102 -28.58911  -1.009
H 23.83232 -24.65669 -28.39810  0.492
H 23.14216 -23.45354 -27.73276  0.491

Force components x, y, z for each atom (eV/Å):
O 0.004 -0.090 -0.052
H 0.113 -0.092 0.089
H -0.046 0.179 -0.027
O 0.078 -0.108 -0.062
H -0.128 0.022 0.091
H -0.018 0.026 -0.039
O 0.016 -0.004 -0.036
H 0.059 0.024 0.033
H 0.015 -0.048 -0.017
O 0.000 -0.045 -0.099
H -0.041 0.016 0.223
H -0.015 0.035 0.011
O -0.102 0.182 -0.182
H -0.083 -0.033 -0.094
H 0.115 -0.067 0.341
O -0.028 -0.356 -0.191
H 0.179 0.224 -0.044
H -0.027 0.033 0.138
O -0.126 -0.022 0.032
H -0.002 -0.019 -0.016
H 0.166 -0.051 0.014
O 0.104 -0.150 -0.111
H -0.053 0.215 0.055
H -0.182 0.130 -0.057

Results
LUMO: 0.167 eV
Relative energy (zero: lowest compared OMol25 entry of this formula, charge and spin): 1.7358 eV
HOMO energy: -10.70 eV
Gap between HOMO and LUMO: 10.863 eV
Spin multiplicity: 1
SMILES string: O.O.O.O.O.O.O.O

---

Entry from the Open Molecules 2025 dataset: 4 unconnected molecules or ions with the total composition CH10O3S2 (ωB97M-V/def2-TZVPD).

Last column: natural (NBO) charge in e.
Cartesian coordinates (Å):
C 2.18217 -0.99669 0.06925  -0.703
S 0.49379 -1.28580 -0.75495  0.050
S 0.68652 0.32627 -2.09571  -0.152
H 2.74623 -1.37966 -0.79235  0.226
H 2.63162 -0.03001 0.27016  0.229
H 1.87851 -1.52139 0.98468  0.233
H 1.02875 -0.37113 -3.17107  0.124
H -5.00600 -0.96026 1.22855  0.492
H -5.09732 -0.78735 -0.45089  0.492
O -4.91263 -1.28814 0.33656  -0.985
H -0.75325 0.48392 0.59924  0.471
H -1.01013 1.14476 1.88936  0.469
O -0.26569 0.88425 1.33229  -0.948
H 1.78586 3.52991 3.25902  0.453
H 1.58869 2.61729 2.27663  0.465
O 1.20828 2.73707 3.16485  -0.919

Force components x, y, z for each atom (eV/Å):
C -1.527 -0.947 -1.155
S 0.930 2.079 -0.318
S -0.579 -0.335 0.372
H 0.640 -0.844 1.324
H -1.130 0.556 0.082
H 1.537 -0.420 -0.167
H 0.127 -0.211 -0.355
H -0.375 1.026 -0.546
H -0.334 1.006 0.610
O 0.714 -2.025 -0.062
H 0.487 -0.224 -0.157
H 0.399 0.274 0.382
O -0.813 0.075 -0.058
H -0.868 -0.239 1.269
H -0.986 -1.274 -0.206
O 1.775 1.504 -1.016

Results
LUMO: 0.434 eV
Relative energy (zero: lowest compared OMol25 entry of this formula, charge and spin): 1.7250 eV
HOMO energy: -8.94 eV
Gap between HOMO and LUMO: 9.377 eV
Spin multiplicity: 1
SMILES string: CSS.O.O.O

---

Entry from the Open Molecules 2025 dataset: 2 unconnected molecules or ions with the total composition C10H12N4O (ωB97M-V/def2-TZVPD).

Last column: natural (NBO) charge in e.
Cartesian coordinates (Å):
C 0.77434 4.01366 1.18088  0.284
C -3.00197 -1.59815 0.90696  -0.234
C -1.84758 -2.10839 1.58289  -0.177
C -3.04926 -0.27436 0.64642  -0.188
C -0.81760 -1.27264 1.91913  -0.257
C -2.00984 0.63631 0.96048  -0.257
C -0.94298 0.07625 1.53771  0.305
C 2.05255 -0.16980 -2.44031  -0.471
C 1.30454 2.83101 1.79031  -0.596
C 0.56257 1.75792 1.08800  0.587
N 0.52441 4.89430 0.48789  -0.313
N 2.43878 -0.24242 -1.02601  -0.206
N 2.54141 0.69690 -0.32824  -0.278
N 0.47019 1.46500 -0.11622  -0.671
O 0.11324 0.86227 1.96695  -0.501
H -3.70269 -2.24056 0.55203  0.207
H -1.71534 -3.15645 1.85628  0.209
H -3.96720 -0.06833 0.20010  0.211
H 0.01004 -1.56062 2.42835  0.219
H -2.16439 1.76904 0.91185  0.240
H 2.90889 0.19381 -2.98337  0.214
H 1.13729 0.39824 -2.35216  0.237
H 1.95777 -1.15631 -2.85382  0.198
H 2.32106 2.72087 1.46858  0.291
H 1.22917 2.80774 2.93782  0.276
H 2.77481 -1.17141 -0.68282  0.292
H 0.86108 2.11736 -0.75875  0.379

Force components x, y, z for each atom (eV/Å):
C 0.612 1.589 -0.500
C 4.245 -0.194 1.835
C -0.548 -0.450 -0.194
C 0.560 0.672 0.171
C -2.890 1.675 -2.097
C -2.951 1.078 -0.362
C 1.955 -0.886 1.613
C 0.286 -0.520 0.429
C -0.389 0.143 1.523
C 0.348 -1.586 0.267
N -0.393 0.119 0.248
N 1.327 -2.884 -0.798
N 1.309 2.424 1.586
N -1.311 0.681 -0.764
O -0.766 -0.252 1.382
H -2.177 -1.684 -0.721
H -0.445 0.143 -0.204
H -1.214 1.550 -0.871
H 2.371 -0.913 1.355
H 0.452 -1.927 -0.321
H -0.089 1.086 -0.222
H -0.094 0.246 -1.049
H -0.758 -0.665 0.055
H 0.853 0.056 0.030
H -0.045 -0.065 -1.914
H -0.534 -0.203 -0.263
H 0.288 0.771 -0.214

Results
LUMO: 0.832 eV
Relative energy (zero: lowest compared OMol25 entry of this formula, charge and spin): 5.7278 eV
HOMO energy: -7.92 eV
Gap between HOMO and LUMO: 8.751 eV
Spin multiplicity: 1

---

Entry from the Open Molecules 2025 dataset: 2 unconnected molecules or ions with the total composition C2H9N3O (ωB97M-V/def2-TZVPD).

Last column: natural (NBO) charge in e.
Cartesian coordinates (Å):
N 0.91396 -0.37546 1.55387  -0.760
C 1.74223 0.18398 0.68276  0.279
N 1.72102 1.53647 0.42601  -0.833
H -0.80401 -0.13992 0.75195  0.487
H 1.30277 -1.28856 1.75654  0.349
H 2.59341 -0.43789 0.28016  0.173
H 2.37237 2.18531 0.04544  0.409
H 0.95155 2.17682 0.82942  0.407
N -0.94738 -0.39915 -1.89877  -0.833
C -1.71044 -0.90570 -0.86904  0.083
O -1.62347 -0.08172 0.29297  -0.777
H -1.17946 0.52772 -2.12385  0.362
H 0.08104 -0.40697 -1.53012  0.341
H -2.82166 -0.92883 -1.15350  0.164
H -1.51222 -2.03667 -0.64988  0.148

Force components x, y, z for each atom (eV/Å):
N 1.796 1.464 -1.929
C 0.137 -0.398 2.301
N -2.933 1.331 0.972
H 1.403 -0.533 0.642
H -0.439 -0.374 -0.226
H -0.730 1.173 0.061
H 1.106 -0.910 -0.717
H 1.319 -2.315 -0.491
N 4.296 -1.596 -0.514
C -2.647 -1.697 1.881
O -2.302 -0.076 -0.620
H -0.378 1.379 -0.163
H -2.357 0.240 -1.277
H 1.467 0.335 0.355
H 0.261 1.976 -0.274

Results
LUMO: 0.743 eV
Relative energy (zero: lowest compared OMol25 entry of this formula, charge and spin): 1.8981 eV
HOMO energy: -9.19 eV
Gap between HOMO and LUMO: 9.932 eV
Spin multiplicity: 1
SMILES string: [H]/N=C/N.NCO

---

Entry from the Open Molecules 2025 dataset: 2 unconnected molecules or ions with the total composition C6H8 (ωB97M-V/def2-TZVPD).

Last column: natural (NBO) charge in e.
Cartesian coordinates (Å):
C 1.95211 1.87091 1.05001  0.016
C 1.63430 -0.72202 0.49150  0.185
C 0.89316 1.69971 0.26171  -0.344
C 1.38952 0.43032 0.78937  -0.163
C 1.21445 -1.91846 -0.14740  -0.689
C -2.07008 0.54052 -0.15574  -0.850
H -2.87737 0.97788 0.26880  0.220
H 0.03252 2.01813 -0.30795  0.265
H 1.97265 -2.24343 -0.81828  0.229
H 0.38663 -1.52661 -0.63755  0.262
H 1.02962 -2.86302 0.35224  0.236
H -1.17572 0.93664 0.38710  0.216
H -2.17813 1.17317 -1.04539  0.206
H -2.20364 -0.37376 -0.48841  0.210

Force components x, y, z for each atom (eV/Å):
C -2.225 0.439 -1.102
C -1.459 -0.682 0.594
C 1.910 2.051 1.826
C 1.643 0.452 -0.259
C 2.117 -2.000 0.591
C 2.656 5.524 -0.399
H -2.871 0.439 2.319
H 0.519 -0.243 -0.127
H 0.532 -0.013 -1.291
H -1.787 0.024 -1.291
H -0.609 0.331 0.942
H -1.070 -1.518 -0.442
H 0.821 -0.086 -0.558
H -0.178 -4.719 -0.804

Results
LUMO: -0.347 eV
Relative energy (zero: lowest compared OMol25 entry of this formula, charge and spin): 7.0199 eV
HOMO energy: -8.69 eV
Gap between HOMO and LUMO: 8.341 eV
Spin multiplicity: 1

---

spin multiplicity of number 7 (C2H9N3O)? 1